[1]
ORCA calculation (ωB97M-V/def2-TZVPD) on a structure of composition C5H8O3Ru.

The geometry in ORCA input format:
```
! wB97M-V def2-TZVPD RIJCOSX def2/J DEFGRID3
* xyz 3 6
H 1.76144 0.40817 -0.09757
O -0.98703 0.22378 0.23834
C -0.11508 -0.65253 0.88774
O -0.20944 -0.87736 2.08147
Ru -1.59928 0.16875 3.01771
O 0.59565 -1.24778 0.00843
C 1.91391 -0.69112 -0.27218
C -1.86143 0.84377 0.98070
C -2.71550 1.73890 0.21794
H -2.25275 2.15233 -0.68433
H -3.58895 1.11258 -0.05501
H -3.12615 2.51023 0.88433
C 2.31237 -1.07109 -1.66938
H 2.58199 -1.08986 0.50125
H 1.50846 -1.61478 -2.17915
H 3.19107 -1.72760 -1.60563
H 2.59071 -0.18639 -2.25466
*
```

## Properties
Lowest unoccupied orbital energy (alpha / beta) ... -14.1367 / -18.9887 eV
HOMO-LUMO gap (alpha / beta) ... 0.31349 / 0.18294 Ha
Expectation value of S² ... 8.76
Energy relative to the best compared isomer or geometry (same formula, charge and spin) ... 29.9 kcal/mol

=====

[2]
ORCA calculation (ωB97M-V/def2-TZVPD) on an isolated molecule of C5H8O3S.

The geometry in ORCA input format:
```
! wB97M-V def2-TZVPD RIJCOSX def2/J DEFGRID3
* xyz 0 1
C -1.50312 0.45106 1.71220
C -0.25150 0.00573 1.56064
C 0.13921 -0.64721 0.27724
S -0.01629 0.44332 -1.22695
C 1.48191 1.43434 -1.19375
O -1.18252 1.28342 -0.97305
O -0.18040 -0.39771 -2.40064
C -0.09408 -2.09077 -0.05722
O 1.16589 -1.60122 0.17243
H -1.88824 1.01460 2.48216
H -2.21828 0.14697 1.00032
H 0.52307 0.33632 2.23654
H 1.88233 1.32905 -0.24112
H 2.19367 0.91298 -1.80301
H 1.11717 2.39271 -1.39797
H -0.60666 -2.62985 0.79152
H -0.56215 -2.38373 -0.93932
*
```

## Properties
SMILES ... C=C[C@]1(S(C)(=O)=O)CO1
Lowest unoccupied orbital energy ... 0.7533 eV
HOMO-LUMO gap ... 0.39245 Ha
Energy relative to the best compared isomer or geometry (same formula, charge and spin) ... 83.7 kcal/mol

=====

[3]
ORCA calculation (ωB97M-V/def2-TZVPD) on a cluster of 2 separate species, C5H8O4 in total.

The geometry in ORCA input format:
```
! wB97M-V def2-TZVPD RIJCOSX def2/J DEFGRID3
* xyz 0 1
C 1.95933 -0.98933 0.41299
C -1.23193 -0.46503 -0.12244
C -0.36771 0.65187 0.14968
C -2.78414 -0.46458 -0.36787
C 1.86631 0.15717 -0.49347
O 1.43645 -2.09899 0.18381
O -0.82662 -0.02114 1.25589
O -0.03476 1.95381 0.03107
O 2.36070 1.38581 -0.10010
H 2.51402 -0.71320 1.37410
H -0.77510 -1.47184 -0.38891
H -2.96263 -0.71355 -1.45265
H -3.28540 0.44746 0.05676
H -3.25156 -1.39460 0.10984
H 1.59360 0.15222 -1.48724
H 1.00265 2.13659 -0.02173
H 2.78676 1.44732 0.86027
*
```

## Properties
Lowest unoccupied orbital energy (alpha / beta) ... 0.3419 / 0.3428 eV
HOMO-LUMO gap (alpha / beta) ... 0.30399 / 0.30405 Ha
Energy relative to the best compared isomer or geometry (same formula, charge and spin) ... 127.3 kcal/mol

=====

[4]
ORCA calculation (ωB97M-V/def2-TZVPD) on a structure of composition C5H8O4.

The geometry in ORCA input format:
```
! wB97M-V def2-TZVPD RIJCOSX def2/J DEFGRID3
* xyz 0 1
C 0.42520 -0.13219 0.40019
C -0.20753 0.92401 -0.87125
C -0.39638 -1.33494 0.75400
C 1.28113 -0.56317 -1.11243
C -0.78854 1.35216 0.50130
O 1.43026 0.28692 1.23640
O -1.21876 0.47742 -1.61717
O 1.14279 -1.60306 -1.67991
O -2.07637 1.33542 0.45433
H 1.88910 -0.48135 1.60252
H -2.14959 0.80877 -0.83380
H 0.50644 1.66798 -1.25779
H 2.22233 0.02479 -1.18109
H -0.24547 2.10334 1.07961
H -1.02260 -1.10783 1.61730
H -1.03590 -1.57748 -0.09583
H 0.24388 -2.18078 1.00360
*
```

## Properties
Lowest unoccupied orbital energy ... -0.0062 eV
HOMO-LUMO gap ... 0.31481 Ha
Energy relative to the best compared isomer or geometry (same formula, charge and spin) ... 128.1 kcal/mol

=====

[5]
ORCA calculation (ωB97M-V/def2-TZVPD) on a cluster of 2 separate species, C5H8O4 in total.

The geometry in ORCA input format:
```
! wB97M-V def2-TZVPD RIJCOSX def2/J DEFGRID3
* xyz 0 1
C 0.07524 -2.22441 0.34056
C 0.70591 -0.86639 0.28080
O 1.65389 -0.56575 -0.40062
C 0.42622 0.10457 1.67934
O 0.10832 -0.50338 2.66372
H 0.51431 -2.78229 1.16648
H 0.21559 -2.74623 -0.60442
H -0.99054 -2.13404 0.54337
H 1.15179 0.93271 1.67334
C -0.15373 1.44299 -1.67848
C -0.87568 0.71449 -0.58756
O -1.77235 -0.05866 -0.67423
O -0.79007 1.48929 0.76437
H -0.27424 0.88295 -2.60313
H -0.57707 2.43974 -1.80619
H 0.90404 1.54045 -1.44401
H -0.32163 2.33395 0.68665
*
```

## Properties
SMILES ... CC(=O)C=O.CC(=O)O
Lowest unoccupied orbital energy ... -0.1102 eV
HOMO-LUMO gap ... 0.32393 Ha
Energy relative to the best compared isomer or geometry (same formula, charge and spin) ... 62.6 kcal/mol

=====

[6]
ORCA calculation (ωB97M-V/def2-TZVPD) on an isolated molecule of C5H8OS.

The geometry in ORCA input format:
```
! wB97M-V def2-TZVPD RIJCOSX def2/J DEFGRID3
* xyz 0 1
C -2.11982 0.67582 -0.39259
C -1.97218 0.04281 0.97444
C -0.37851 -0.09284 1.15024
C 0.19628 0.42590 -0.18519
C 0.63261 -0.54140 -1.22870
O -3.00158 0.77774 -1.16032
S 1.22474 1.90450 -0.10432
H -2.68316 0.42070 1.82446
H -2.49132 -0.88512 0.93541
H -0.06360 0.52798 1.96591
H -0.12336 -1.11353 1.26883
H 0.59508 -1.46131 -0.82385
H 1.60676 -0.23886 -1.60010
H 0.05808 -0.35085 -2.18912
H 0.93522 2.02174 1.11649
*
```

## Properties
Lowest unoccupied orbital energy (alpha / beta) ... 0.5977 / 0.5834 eV
HOMO-LUMO gap (alpha / beta) ... 0.28776 / 0.28274 Ha
Energy relative to the best compared isomer or geometry (same formula, charge and spin) ... 86.8 kcal/mol